Run w
Molecular formula: C18H54O18
Method: DFT, wB97M-V/def2-TZVPD

Each line ends with the Mulliken charge.
Positions of all 90 atoms, in Å:
H1 -3.55847 3.81559 5.22350  0.3383
H2 0.83208 -8.82445 -2.16767  0.3445
H3 6.51183 -1.85128 2.31120  0.3202
H4 8.15660 4.85128 5.20510  0.2940
H5 -0.60311 2.36715 -6.57989  0.2863
O1 -7.42507 0.54195 5.24084  -0.4982
H6 9.08910 -4.04773 1.58970  0.3232
H7 -1.23911 3.90025 -3.20739  0.3097
O2 1.26015 -1.36137 -0.64325  -0.5081
C1 -2.57270 5.90766 3.90551  -0.3104
H8 0.27830 0.19737 0.29811  0.2546
O3 7.14653 -2.54749 0.64011  -0.5226
O4 -1.31485 -6.27075 -2.76366  -0.5248
H9 0.77503 2.51464 -5.62374  0.3313
H10 6.25983 -2.23020 0.45390  0.3218
H11 -10.75379 -0.08310 5.89974  0.2998
C2 7.45593 4.84299 4.37017  -0.3589
C3 5.10422 -4.88695 -7.69042  -0.3665
H12 -6.63975 4.80803 -2.15063  0.2600
C4 -8.82556 0.26885 4.97063  -0.5545
H13 -1.86622 3.82611 4.06678  0.3269
C5 -7.30716 4.21594 -1.52446  -0.3318
H14 -6.57349 2.19968 -2.04561  0.2762
H15 -1.88905 -6.03556 -3.49618  0.2986
H16 5.91855 3.98860 5.44461  0.2607
C6 6.32858 3.77134 4.45832  -0.3392
H17 -8.42589 -1.35188 6.95473  0.2955
H18 -1.05690 4.96929 5.22837  0.3104
O5 -1.59742 -1.63438 -0.00114  -0.5096
H19 8.40965 -2.58240 3.88259  0.2838
H20 -7.34111 2.22262 -0.53498  0.2956
H21 0.83554 -6.16604 -2.32387  0.3286
C7 -0.54994 -1.70813 0.89808  -0.3732
H22 -9.59772 0.93111 6.71416  0.2200
H23 6.44700 -3.54195 2.26997  0.2820
C8 0.32668 -7.85959 -2.12604  -0.5039
H24 5.45558 -4.72219 -5.65724  0.3236
C9 -1.98317 4.68300 4.73023  -0.5660
H25 -0.89501 4.54429 -5.91216  0.3274
H26 4.94038 4.77196 3.44972  0.3044
H27 -9.19713 1.17308 4.48853  0.2950
H28 -1.87120 6.04854 3.08321  0.2741
O6 5.32855 3.89442 3.42045  -0.5159
H29 -0.76342 -7.67836 -4.06091  0.2940
H30 4.85194 -4.67326 -9.54976  0.3062
H31 -7.46642 4.85271 -0.65426  0.2636
O7 1.35528 -6.96927 -2.40321  -0.4973
H32 -3.72107 4.68572 2.96593  0.2923
O8 -0.81435 1.41679 -4.73107  -0.4974
C10 -9.70223 -0.01198 6.17773  -0.1770
H33 7.83516 4.62397 2.44535  0.3085
O9 -3.74738 5.56646 3.34699  -0.4911
H34 7.04877 5.85197 4.30468  0.2968
O10 -9.37656 -1.23281 6.89428  -0.4881
H35 9.04740 -1.85077 2.38522  0.2445
H36 4.09636 -3.75783 -6.27206  0.2766
H37 6.67914 2.75130 4.30105  0.2685
C11 -0.31180 2.53369 -5.54283  -0.3652
C12 -1.14756 3.82224 -5.13564  -0.4640
H38 -6.97136 -0.28496 5.41965  0.2873
C13 8.44379 -2.66015 2.79590  -0.3256
H39 -5.18479 1.96480 -0.53662  0.3095
O11 4.61854 -4.17864 -8.76078  -0.5101
H40 4.59125 -5.84423 -7.59780  0.3292
C14 -6.70699 2.83858 -1.17263  -0.3446
H41 -2.18348 3.54346 -5.32858  0.2840
C15 -0.93462 -7.60546 -2.98691  -0.2975
H42 -1.47973 -2.35435 -0.62515  0.3004
H43 0.04089 -7.79550 -1.07613  0.2553
H44 -0.98276 -1.45839 1.86679  0.2964
O12 -2.90157 4.34408 5.68262  -0.4926
H45 -1.73993 -8.31756 -2.80664  0.3024
H46 -2.54223 6.86757 4.42101  0.3181
O13 5.94430 -2.90594 -6.41257  -0.5298
H47 -8.88623 -0.47971 4.18063  0.3201
H48 5.65261 -2.24488 -7.04465  0.3091
H49 0.90520 -1.01384 -1.46473  0.2946
H50 -9.15701 3.53496 -1.92052  0.3005
C16 5.12922 -4.05449 -6.45458  -0.4172
O14 -5.39863 2.89992 -0.57429  -0.5029
O15 -0.81676 4.44929 -3.87207  -0.4991
H51 -0.25958 -2.74722 1.05328  0.2663
C17 7.12294 -2.71544 2.05070  -0.3896
O16 8.89776 -3.92505 2.52240  -0.5372
C18 0.60558 -0.82917 0.46303  -0.3176
H52 1.32638 -0.71550 1.27274  0.2956
O17 8.30940 4.60065 3.27971  -0.5195
H53 6.12731 -5.17711 -7.92956  0.2791
H54 -0.72158 0.68692 -5.34773  0.2873
O18 -8.48740 4.09647 -2.31792  -0.5258

## Properties
**Frontier orbital gap**: 9.568 eV
**M**: 558.61 g/mol
**LUMO level**: 0.0 eV
**HOMO**: -9.58 eV



Run x
Molecular formula: C18H54O18
Method: DFT, wB97M-V/def2-TZVPD

Each line ends with the Mulliken charge.
Positions of all 90 atoms, in Å:
H1 0.53602 -5.41743 -0.15977  0.2921
H2 -0.03961 -6.22558 1.24106  0.3888
O1 -2.89483 -0.78890 1.84191  -0.2952
O2 -3.22758 -2.96820 3.91094  -0.4817
C1 0.07216 -5.21740 0.80459  -0.5524
H3 -4.65317 -1.57624 4.52795  0.3699
O3 -0.47232 5.55971 2.76227  -0.5610
H4 -0.66082 5.79937 3.67818  0.3467
C2 2.94676 1.03684 3.68143  -0.6697
H5 1.89074 -4.66072 1.51455  0.2966
H6 -4.62329 -0.13852 2.75367  0.3601
H7 -1.83905 3.00461 5.05871  0.3436
H8 -0.31408 -1.30269 -1.88386  0.2409
O4 2.52688 3.41667 0.16767  -0.4884
O5 0.96365 -4.58545 1.74632  -0.5228
O6 -0.55841 2.34350 -4.78066  -0.5259
H9 2.64491 2.14664 5.28442  0.3064
C3 3.34510 -2.61401 -3.57080  -0.7008
O7 -0.64746 -0.42466 -1.64796  -0.5858
H10 3.40341 0.05552 3.82754  0.3486
O8 -1.10800 4.58079 -6.43323  -0.4930
H11 2.58309 5.35529 -0.12580  0.2687
H12 -2.06184 -5.21962 0.59622  0.4542
O9 4.55289 5.92623 1.31819  -0.5455
C4 -3.68435 -1.62747 4.01008  -0.4396
H13 -1.58397 -6.45693 -4.58240  0.3547
H14 4.34165 6.72346 1.80940  0.3382
O10 -1.62532 -3.83483 -2.53147  -0.5191
H15 2.50167 -3.63098 -4.94544  0.3149
H16 -2.04622 4.19438 2.50688  0.2712
H17 -0.31811 -5.33296 -2.80818  0.2180
H18 1.22552 0.04645 -0.91519  0.0148
H19 -3.86638 -3.63214 4.16972  0.2838
H20 -1.56946 -3.64640 -1.57894  0.3554
H21 0.50489 1.78619 0.49207  -0.6286
C5 -4.02966 -1.04507 2.64516  -0.4020
O11 -3.37421 -5.43368 -4.27483  -0.5234
H22 -2.49066 5.04125 -4.84893  0.3397
O12 1.21725 -2.59930 -2.33069  -0.2629
C6 -1.92053 4.23246 -5.31758  -0.7489
H23 -2.46671 -1.64710 1.72786  0.1375
C7 -1.93554 -5.48725 -4.22283  -0.6746
H24 -1.84848 -5.82788 -2.07543  0.2890
O13 -1.31508 -3.35216 0.23651  -0.4289
H25 0.93707 -0.42829 3.70336  0.2436
H26 3.39757 3.02564 0.25816  0.2688
H27 3.10462 5.35623 2.67425  0.3265
H28 0.59032 3.56080 3.92984  0.0951
H29 2.77859 -1.36696 -1.91730  0.1885
C8 2.47145 4.73247 0.77028  0.1090
O14 2.25669 1.35564 4.90415  -0.5355
C9 2.64058 -2.39552 -2.24653  -0.0595
O15 -1.15997 3.66083 4.89247  -0.6098
H30 -1.01504 1.68257 -1.79004  0.3344
H31 1.34591 1.83987 2.45762  -0.6108
C10 -0.44967 3.34018 3.68039  -0.1475
C11 -1.09008 3.54041 -4.23474  0.0763
H32 -0.28047 4.17977 -3.87107  0.2830
H33 -1.74489 3.33680 -3.37920  0.1626
H34 3.63598 1.83275 3.40434  0.2560
H35 -0.71322 5.43114 -6.20778  0.3052
H36 4.10574 4.00502 2.00256  0.0516
H37 -0.50179 -2.87597 0.45899  0.1755
H38 -1.48908 -4.47594 2.07049  0.2142
H39 -2.67365 3.53685 -5.69103  0.3218
H40 -3.58047 -5.42568 -5.21365  0.3040
H41 -1.18960 1.17444 0.60730  0.0106
C12 3.60972 4.95195 1.79267  -0.2251
C13 -1.40379 -5.20710 -2.85627  -0.1153
H42 3.11099 -1.80705 -4.26841  0.3647
C14 0.17723 0.03410 -0.58698  0.2259
H43 2.43368 0.76231 1.64317  0.2043
H44 -0.52756 3.88702 1.62422  -0.1057
H45 0.17578 -0.69814 0.23318  0.0707
H46 1.47362 4.85142 1.19366  -0.1449
H47 1.08548 -3.14930 -3.11548  0.1736
H48 4.41228 -2.59492 -3.33727  0.3458
C15 -1.29246 -4.55857 1.00000  -0.3624
H49 2.99291 -3.16889 -1.55689  0.2019
O16 -0.63220 2.26636 -1.11295  -0.5191
C16 -0.33961 1.36548 -0.05249  0.7342
C17 -0.95726 4.23452 2.56759  0.1241
O17 2.97184 -3.87805 -4.14308  -0.5162
H50 -0.56156 2.27383 3.46631  0.3451
H51 0.21390 2.10262 -4.26145  0.2963
H52 -4.66034 -1.79223 2.14862  0.2721
O18 0.93934 -0.10625 2.79746  -0.3918
H53 -2.96060 -1.11413 4.64116  0.2054
H54 -1.61095 -4.73591 -4.94540  0.3287
C18 1.89151 0.90211 2.58652  0.8411

## Properties
**Frontier orbital gap**: 9.827 eV
**M**: 558.61 g/mol
**LUMO level**: 0.3 eV
**HOMO**: -9.50 eV



The energetic minimum among the shown structures is run x; the next structure lies 60.2 kcal/mol above.